# 1
# C41H86Cl2N3O18S3

6 unconnected molecules or ions with the total composition C41H86Cl2N3O18S3 in a non-equilibrium geometry (wB97M-V/def2-TZVPD, the OMol25 dataset).

Kohn-Sham gap: 6.8 eV
multiplicity: 1
strongest force on any atom: 2.8 eV/Å
net charge: -1

Cartesian coordinates (Å):
C1 -0.27 0.82 -5.42
C2 -0.51 0.14 -4.23
C3 0.20 0.40 -2.91
C4 -0.33 1.66 -2.19
C5 -1.32 2.59 -2.91
O1 -0.81 3.30 -4.04
C6 -2.72 2.01 -3.19
N1 -3.74 2.79 -2.48
C7 0.21 -0.91 -1.97
Cl1 0.46 -2.27 -3.22
C8 -1.24 -1.23 -1.55
N2 -1.78 -0.56 -0.39
C9 -3.25 -0.51 -0.41
C10 1.28 -0.96 -0.85
C11 1.48 -2.40 -0.30
S1 0.11 -3.16 0.65
C12 0.78 -3.33 2.34
C13 0.01 -2.51 3.39
C14 0.93 0.06 0.31
O2 0.35 -0.34 1.35
O3 1.34 1.23 0.20
C15 2.74 -0.53 -1.29
C16 3.51 -1.63 -2.12
C17 4.83 -1.13 -2.69
N3 5.07 -1.17 -3.94
C18 3.68 -0.30 -0.07
C19 4.60 0.93 -0.15
C20 4.01 2.23 0.42
C21 5.14 3.21 0.81
S2 5.64 4.18 -0.64
O4 5.55 5.56 -0.27
O5 4.85 3.89 -1.79
Cl2 7.57 3.61 -1.07
O6 2.78 0.70 -2.05
S3 1.95 0.75 -3.40
O7 2.03 2.11 -3.86
O8 2.39 -0.13 -4.45
H1 -0.89 1.63 -5.80
H2 0.60 0.53 -6.02
H3 -1.34 -0.56 -4.27
H4 -0.78 1.42 -1.22
H5 0.53 2.27 -1.92
H6 -1.53 3.38 -2.17
H7 -0.33 4.08 -3.75
H8 -2.71 1.01 -2.74
H9 -2.91 1.92 -4.27
H10 -4.67 2.50 -2.78
H11 -3.65 3.76 -2.74
H12 -1.31 -2.32 -1.40
H13 -1.95 -1.07 -2.37
H14 -1.57 -1.08 0.45
H15 -3.62 -1.53 -0.19
H16 -3.65 0.15 0.37
H17 -3.65 -0.25 -1.39
H18 2.36 -2.45 0.35
H19 1.68 -3.12 -1.09
H20 1.81 -2.94 2.31
H21 0.87 -4.39 2.61
H22 -1.06 -2.48 3.15
H23 0.40 -1.50 3.48
H24 0.14 -2.98 4.37
H25 2.98 -2.03 -2.98
H26 3.80 -2.48 -1.49
H27 5.63 -0.75 -2.04
H28 6.01 -0.79 -4.09
H29 4.36 -1.15 0.05
H30 3.18 -0.24 0.91
H31 5.02 1.13 -1.14
H32 5.47 0.69 0.48
H33 3.47 2.00 1.35
H34 3.27 2.69 -0.23
H35 6.02 2.65 1.14
H36 4.82 3.84 1.64
C22 -8.90 -1.90 0.05
O9 -8.80 -3.31 -0.04
C23 -7.76 -3.72 -0.92
C24 -6.49 -4.08 -0.17
O10 -5.95 -2.95 0.48
C25 -6.27 -2.90 1.86
H37 -9.50 -1.67 0.93
H38 -7.92 -1.42 0.16
H39 -9.40 -1.50 -0.84
H40 -7.55 -2.94 -1.66
H41 -8.12 -4.60 -1.46
H42 -5.75 -4.43 -0.89
H43 -6.68 -4.90 0.54
H44 -5.62 -3.58 2.42
H45 -7.31 -3.14 2.05
H46 -6.07 -1.88 2.21
C26 3.88 -2.87 5.62
O11 2.59 -2.93 6.21
C27 2.63 -3.00 7.62
C28 2.39 -1.65 8.26
O12 3.43 -0.73 7.96
C29 3.10 0.16 6.90
H47 3.76 -2.53 4.59
H48 4.54 -2.19 6.15
H49 4.32 -3.87 5.61
H50 3.58 -3.43 7.96
H51 1.83 -3.68 7.93
H52 2.38 -1.77 9.35
H53 1.42 -1.24 7.96
H54 2.44 0.95 7.27
H55 2.61 -0.35 6.07
H56 4.02 0.61 6.54
C30 -10.38 2.66 -3.72
O13 -10.25 1.25 -3.83
C31 -9.19 0.86 -4.69
C32 -7.95 0.47 -3.91
O14 -7.40 1.58 -3.21
C33 -7.77 1.60 -1.84
H57 -11.00 2.86 -2.85
H58 -9.41 3.15 -3.58
H59 -10.87 3.06 -4.61
H60 -8.96 1.65 -5.41
H61 -9.53 -0.01 -5.25
H62 -7.18 0.13 -4.61
H63 -8.17 -0.35 -3.22
H64 -7.16 0.88 -1.28
H65 -8.83 1.37 -1.68
H66 -7.57 2.60 -1.45
C34 2.13 4.64 11.03
O15 0.72 4.72 10.92
C35 0.29 5.09 9.62
C36 -0.15 3.89 8.81
O16 0.92 3.01 8.55
C37 0.96 1.90 9.42
H67 2.36 4.08 11.94
H68 2.58 4.12 10.18
H69 2.56 5.64 11.12
H70 1.07 5.65 9.10
H71 -0.57 5.76 9.75
H72 -0.53 4.24 7.84
H73 -0.97 3.36 9.31
H74 0.22 1.15 9.11
H75 0.78 2.18 10.46
H76 1.95 1.45 9.35
C38 8.59 -0.90 -8.91
O17 8.21 -1.10 -7.56
C39 6.90 -0.61 -7.28
C40 5.86 -1.71 -7.28
O18 5.71 -2.28 -8.58
C41 6.42 -3.49 -8.74
H77 9.44 -1.55 -9.12
H78 7.79 -1.15 -9.60
H79 8.90 0.14 -9.06
H80 6.63 0.19 -7.98
H81 6.94 -0.17 -6.28
H82 4.90 -1.28 -7.00
H83 6.11 -2.48 -6.55
H84 5.86 -4.31 -8.26
H85 7.42 -3.44 -8.31
H86 6.50 -3.70 -9.81

***

# 2
# C41H86F12N7O9S4

7 unconnected molecules or ions with the total composition C41H86F12N7O9S4 in a non-equilibrium geometry (wB97M-V/def2-TZVPD, the OMol25 dataset).

Kohn-Sham gap: 4.4 eV
multiplicity: 1
strongest force on any atom: 7.0 eV/Å
net charge: +3

Cartesian coordinates (Å):
C1 -4.63 -1.15 -2.87
N1 -4.06 -0.05 -3.78
C2 -3.49 1.02 -2.91
C3 -2.95 -0.64 -4.66
C4 -5.26 0.57 -4.65
C5 -4.81 1.58 -5.76
O1 -4.14 0.89 -6.87
H1 -5.27 -1.86 -3.39
H2 -5.36 -0.66 -2.22
H3 -3.89 -1.67 -2.26
H4 -2.83 0.57 -2.17
H5 -4.37 1.40 -2.39
H6 -2.92 1.71 -3.54
H7 -3.51 -1.28 -5.35
H8 -2.23 -1.15 -4.03
H9 -2.49 0.19 -5.20
H10 -5.91 1.15 -4.00
H11 -5.75 -0.23 -5.20
H12 -4.33 2.36 -5.17
H13 -5.70 2.04 -6.17
H14 -3.77 1.56 -7.46
C6 -7.19 0.53 8.27
C7 -6.58 0.80 6.85
C8 -5.21 0.19 6.72
N2 -4.51 0.45 5.37
C9 -5.08 -0.35 4.20
C10 -2.95 0.02 5.51
C11 -2.11 0.81 4.51
C12 -3.04 2.00 4.10
C13 -4.34 1.94 4.99
H15 -8.07 1.13 8.49
H16 -6.55 0.93 9.06
H17 -7.45 -0.51 8.48
H18 -6.74 1.86 6.67
H19 -7.23 0.37 6.08
H20 -5.24 -0.90 6.77
H21 -4.60 0.59 7.52
H22 -4.94 -1.39 4.51
H23 -4.46 -0.11 3.33
H24 -6.13 -0.08 4.09
H25 -2.90 -1.06 5.38
H26 -2.70 0.28 6.54
H27 -1.93 0.20 3.63
H28 -1.25 1.25 5.01
H29 -3.18 2.06 3.02
H30 -2.52 2.86 4.52
H31 -5.31 2.09 4.51
H32 -4.12 2.54 5.87
C14 -0.32 2.98 -3.95
C15 0.25 3.88 -2.97
C16 -0.69 4.36 -1.91
N3 -0.06 5.08 -0.71
C17 0.74 6.34 -1.23
C18 -1.19 5.64 0.25
C19 -1.57 4.38 1.01
C20 -0.30 3.47 1.16
C21 0.71 4.08 0.17
H33 0.40 2.64 -4.69
H34 -1.01 3.46 -4.65
H35 -0.77 2.05 -3.61
H36 0.90 4.65 -3.39
H37 0.97 3.17 -2.55
H38 -1.14 3.46 -1.50
H39 -1.44 5.02 -2.36
H40 0.97 6.98 -0.38
H41 0.05 6.93 -1.84
H42 1.54 5.96 -1.87
H43 -0.67 6.29 0.96
H44 -1.97 6.23 -0.23
H45 -2.04 4.55 1.98
H46 -2.24 3.79 0.39
H47 0.00 3.36 2.20
H48 -0.73 2.51 0.87
H49 1.34 4.77 0.73
H50 1.40 3.36 -0.28
C22 0.07 -7.25 -0.11
C23 0.58 -5.89 -0.59
C24 1.27 -6.01 -2.02
N4 2.01 -4.69 -2.39
C25 2.82 -4.11 -1.26
C26 0.92 -3.73 -2.89
C27 0.77 -3.78 -4.41
C28 2.15 -3.99 -4.82
C29 2.80 -4.88 -3.75
H51 -0.57 -7.10 0.77
H52 0.92 -7.83 0.23
H53 -0.56 -7.75 -0.84
H54 1.11 -5.37 0.20
H55 -0.33 -5.31 -0.80
H56 0.53 -6.10 -2.81
H57 2.01 -6.81 -2.07
H58 3.35 -4.90 -0.73
H59 2.07 -3.67 -0.60
H60 3.55 -3.31 -1.40
H61 1.12 -2.70 -2.60
H62 -0.05 -3.93 -2.44
H63 0.38 -2.83 -4.78
H64 0.20 -4.64 -4.77
H65 2.67 -3.04 -4.75
H66 2.24 -4.39 -5.84
H67 3.84 -4.58 -3.60
H68 2.82 -5.92 -4.07
C30 0.90 -6.71 5.06
C31 1.44 -5.57 4.20
C32 1.98 -4.39 4.93
N5 2.20 -3.17 4.00
C33 0.88 -2.37 3.74
C34 3.00 -3.51 2.68
C35 3.47 -2.14 2.17
C36 3.75 -1.27 3.47
C37 3.18 -2.13 4.57
H69 1.68 -7.16 5.67
H70 0.50 -7.55 4.49
H71 0.17 -6.32 5.77
H72 0.76 -5.34 3.39
H73 2.34 -5.98 3.73
H74 2.87 -4.58 5.54
H75 1.13 -4.11 5.55
H76 1.26 -1.44 3.31
H77 0.44 -2.05 4.69
H78 0.28 -3.11 3.21
H79 2.48 -4.15 1.96
H80 3.86 -4.07 3.04
H81 2.74 -1.53 1.65
H82 4.32 -2.08 1.50
H83 3.16 -0.36 3.35
H84 4.81 -1.03 3.57
H85 2.77 -1.70 5.48
H86 4.05 -2.72 4.89
C38 9.01 8.02 -4.07
F1 8.35 8.48 -3.06
F2 9.36 9.02 -4.92
F3 10.06 7.33 -3.67
S1 7.74 6.89 -5.02
O2 6.78 7.85 -5.64
O3 8.59 6.27 -6.06
N6 7.10 5.80 -3.84
S2 5.66 5.67 -4.17
O4 4.83 6.67 -3.51
O5 5.30 5.47 -5.60
C39 5.07 4.09 -3.15
F4 5.28 3.04 -3.87
F5 5.68 4.04 -1.97
F6 3.74 4.21 -3.00
C40 2.59 -0.01 -3.14
F7 3.33 -0.93 -3.75
F8 2.98 1.18 -3.66
F9 1.32 -0.20 -3.41
S3 2.83 0.08 -1.24
O6 4.15 -0.46 -1.04
O7 2.73 1.46 -0.91
N7 1.61 -0.99 -0.71
S4 0.55 -0.16 -0.08
O8 1.06 0.23 1.24
O9 -0.12 0.75 -0.98
C41 -0.74 -1.52 0.27
F10 -0.10 -2.63 0.65
F11 -1.61 -1.01 1.17
F12 -1.37 -1.86 -0.87

***

Calculated LUMO level, 2.02; -6.68 eV (same order as the records).